Record 1
Below is a cluster of 23 separate species, C64H183N9O23 in total in a non-equilibrium geometry, with properties calculated with the ωB97M-V functional and the def2-TZVPD basis.

Each line ends with the Löwdin charge.
Geometry (Å):
C  5.201  34.510  18.260  -0.049
C  6.301  34.846  17.188  -0.422
C  6.124  36.275  16.510  -0.114
O  5.015  36.152  15.575  -0.250
C  4.971  37.110  14.561  -0.112
N  7.476  34.791  17.934  -0.009
H  5.204  35.265  19.046  0.077
H  5.260  33.567  18.802  0.071
H  4.209  34.496  17.807  0.048
H  6.435  34.065  16.439  0.130
H  7.004  36.375  15.876  0.111
H  6.019  37.117  17.194  0.131
H  4.519  38.010  14.979  0.100
H  4.338  36.730  13.759  0.071
H  5.964  37.283  14.147  0.083
H  8.300  35.168  17.489  0.073
H  7.843  33.878  18.163  0.084
C  -2.039  30.090  5.415  -0.078
C  -2.760  28.918  5.976  -0.406
C  -1.785  27.880  6.561  -0.192
O  -2.450  26.677  6.965  -0.192
C  -1.600  25.647  7.283  -0.135
N  -3.538  29.473  7.080  0.054
H  -1.267  29.756  4.722  0.081
H  -1.493  30.663  6.165  0.054
H  -2.734  30.729  4.869  0.087
H  -3.343  28.414  5.205  0.143
H  -1.216  28.277  7.401  0.108
H  -0.991  27.638  5.855  0.115
H  -0.898  25.452  6.472  0.085
H  -2.205  24.752  7.427  0.093
H  -1.120  26.025  8.185  0.089
H  -2.928  30.062  7.628  0.028
H  -3.806  28.788  7.772  0.068
C  4.381  35.211  -0.396  -0.055
C  4.233  33.709  -0.466  -0.417
C  3.368  33.136  0.663  -0.144
O  3.964  33.380  1.970  -0.240
C  3.154  33.140  3.120  -0.083
N  3.731  33.219  -1.806  0.047
H  4.921  35.704  -1.204  0.081
H  4.873  35.463  0.544  0.057
H  3.411  35.703  -0.322  0.079
H  5.248  33.351  -0.296  0.105
H  3.148  32.073  0.559  0.127
H  2.480  33.768  0.656  0.122
H  3.821  33.359  3.954  0.075
H  2.878  32.085  3.128  0.073
H  2.232  33.720  3.161  0.087
H  4.263  33.670  -2.536  0.059
H  4.029  32.254  -1.833  0.058
C  8.565  34.623  3.022  -0.064
C  7.340  33.994  2.415  -0.437
C  7.732  32.951  1.302  -0.188
O  8.329  33.537  0.145  -0.179
C  8.350  32.605  -0.948  -0.107
N  6.508  33.367  3.410  0.064
H  9.158  35.160  2.280  0.077
H  9.211  33.847  3.432  0.079
H  8.303  35.338  3.802  0.071
H  6.771  34.810  1.969  0.116
H  6.809  32.427  1.054  0.099
H  8.359  32.151  1.694  0.124
H  8.850  31.689  -0.635  0.079
H  8.984  33.033  -1.725  0.087
H  7.394  32.247  -1.332  0.074
H  6.019  34.025  3.999  0.018
H  5.710  33.131  2.837  0.031
C  1.011  32.855  14.503  -0.043
C  2.423  33.305  14.841  -0.399
C  3.363  33.321  13.626  -0.211
O  3.360  32.064  12.976  -0.178
C  4.053  32.161  11.711  -0.071
N  2.479  34.670  15.388  0.059
H  1.094  31.981  13.857  0.073
H  0.465  33.638  13.976  0.072
H  0.357  32.556  15.322  0.071
H  2.867  32.671  15.609  0.137
H  4.338  33.651  13.985  0.121
H  3.032  34.087  12.925  0.115
H  4.380  31.145  11.492  0.083
H  4.965  32.751  11.803  0.071
H  3.376  32.574  10.964  0.080
H  3.425  34.894  15.662  0.032
H  2.038  34.562  16.291  0.080
C  2.989  39.603  6.075  -0.048
C  2.886  40.885  5.236  -0.413
C  3.265  42.145  6.096  -0.209
O  2.425  42.315  7.219  -0.187
C  1.180  42.886  6.666  -0.075
N  3.814  40.735  4.117  0.022
H  2.226  39.642  6.853  0.064
H  3.917  39.553  6.644  0.075
H  2.765  38.691  5.520  0.053
H  1.934  40.929  4.707  0.119
H  3.317  43.019  5.447  0.115
H  4.274  42.024  6.490  0.126
H  0.647  42.158  6.055  0.071
H  1.249  43.851  6.165  0.089
H  0.489  43.054  7.493  0.080
H  3.805  41.528  3.492  0.065
H  3.462  40.072  3.441  0.056
C  5.097  33.080  6.798  -0.038
C  5.481  34.523  7.114  -0.393
C  4.820  35.530  6.158  -0.178
O  5.194  35.339  4.804  -0.252
C  4.599  36.372  3.914  -0.014
N  5.139  34.878  8.492  0.088
H  5.174  32.434  7.672  0.065
H  5.702  32.780  5.942  0.075
H  4.040  32.983  6.548  0.062
H  6.555  34.578  6.937  0.129
H  5.125  36.539  6.434  0.115
H  3.731  35.542  6.125  0.120
H  4.912  37.354  4.269  0.084
H  3.509  36.363  3.915  0.067
H  4.983  36.165  2.916  0.077
H  5.712  34.361  9.144  0.041
H  5.332  35.848  8.698  0.040
C  -1.439  34.989  16.301  -0.031
C  -2.540  34.912  15.192  -0.408
C  -3.929  34.531  15.706  -0.180
O  -3.847  33.250  16.320  -0.186
C  -5.086  32.777  16.655  -0.153
N  -2.610  36.194  14.543  0.054
H  -1.758  35.770  16.991  0.082
H  -0.519  35.297  15.805  0.047
H  -1.253  34.090  16.888  0.074
H  -2.263  34.186  14.427  0.120
H  -4.622  34.450  14.868  0.118
H  -4.256  35.256  16.451  0.132
H  -5.639  33.345  17.403  0.090
H  -4.972  31.777  17.075  0.091
H  -5.697  32.645  15.762  0.086
H  -1.670  36.560  14.585  0.056
H  -3.072  36.824  15.182  0.096
C  -1.257  39.942  7.399  -0.042
C  -2.489  40.247  6.525  -0.426
C  -3.152  38.886  6.075  -0.169
O  -4.167  39.010  5.067  -0.210
C  -4.812  37.800  4.693  -0.095
N  -3.397  41.081  7.224  0.041
H  -1.524  39.458  8.338  0.067
H  -0.784  40.871  7.717  0.057
H  -0.481  39.460  6.804  0.058
H  -2.230  40.845  5.651  0.134
H  -3.653  38.474  6.951  0.106
H  -2.331  38.294  5.670  0.101
H  -5.545  38.040  3.923  0.087
H  -5.342  37.365  5.541  0.092
H  -4.033  37.194  4.230  0.071
H  -4.230  41.306  6.698  0.077
H  -3.760  40.660  8.067  0.056
C  -2.985  33.673  6.547  -0.074
C  -3.266  34.079  5.129  -0.353
O  -4.482  33.533  4.747  -0.056
H  -2.712  32.619  6.515  0.048
H  -3.871  33.736  7.178  0.087
H  -2.128  34.264  6.868  0.075
H  -2.426  33.777  4.504  0.097
H  -3.291  35.163  5.013  0.087
H  -4.580  32.704  5.220  0.077
C  1.282  31.541  5.266  -0.070
C  0.497  32.770  5.674  -0.270
O  0.226  32.770  7.071  -0.117
H  1.235  31.399  4.186  0.070
H  0.744  30.679  5.659  0.058
H  2.284  31.502  5.693  0.069
H  -0.521  32.677  5.293  0.093
H  0.955  33.717  5.391  0.096
H  1.037  33.069  7.489  0.032
C  5.013  37.874  11.231  -0.061
C  5.010  38.108  9.729  -0.371
O  6.058  37.490  9.150  -0.083
H  4.736  36.831  11.383  0.071
H  4.357  38.574  11.749  0.074
H  6.041  37.967  11.580  0.081
H  5.159  39.150  9.447  0.117
H  4.115  37.750  9.221  0.101
H  6.359  38.019  8.408  0.107
C  -3.708  38.049  9.971  -0.081
C  -3.231  39.014  11.004  -0.321
O  -3.722  40.308  10.669  -0.077
H  -3.337  37.111  10.384  0.054
H  -3.246  38.205  8.996  0.042
H  -4.795  37.989  9.918  0.097
H  -2.143  39.039  11.064  0.097
H  -3.617  38.644  11.954  0.106
H  -3.383  40.960  11.287  0.080
C  0.745  37.884  11.946  -0.062
C  0.313  36.602  12.741  -0.344
O  0.631  36.823  14.042  -0.072
H  0.286  38.747  12.430  0.065
H  0.375  37.815  10.923  0.055
H  1.820  38.046  11.874  0.058
H  0.874  35.807  12.248  0.093
H  -0.741  36.358  12.608  0.090
H  1.305  36.181  14.276  0.040
C  2.003  40.881  10.171  -0.072
C  1.141  41.423  11.348  -0.300
O  1.856  41.263  12.556  -0.084
H  1.563  41.115  9.202  0.046
H  2.193  39.815  10.296  0.049
H  2.981  41.360  10.113  0.071
H  0.227  40.831  11.376  0.092
H  0.935  42.480  11.178  0.108
H  2.561  41.914  12.561  0.081
C  -3.513  30.976  13.487  -0.059
C  -1.989  30.926  13.763  -0.342
O  -1.522  29.717  13.308  -0.072
H  -3.672  30.968  12.409  0.071
H  -3.994  31.879  13.864  0.044
H  -4.006  30.114  13.937  0.074
H  -1.766  31.075  14.819  0.108
H  -1.515  31.693  13.150  0.088
H  -1.889  29.005  13.836  0.089
C  0.388  35.160  9.205  -0.044
C  1.890  34.894  9.353  -0.271
O  2.337  33.997  8.339  -0.118
H  0.018  35.770  10.030  0.049
H  -0.114  34.193  9.214  0.057
H  0.084  35.698  8.307  0.075
H  2.218  34.500  10.315  0.089
H  2.448  35.827  9.269  0.094
H  3.265  34.086  8.106  0.022
C  -0.140  31.461  10.531  -0.060
C  -1.037  30.606  9.613  -0.306
O  -1.581  31.399  8.626  -0.111
H  0.315  30.879  11.332  0.071
H  -0.674  32.310  10.958  0.063
H  0.629  31.947  9.932  0.058
H  -1.910  30.124  10.054  0.117
H  -0.374  29.853  9.187  0.088
H  -0.937  31.893  8.113  0.028
C  -4.102  34.105  10.451  -0.043
C  -3.745  34.640  11.874  -0.325
O  -4.286  35.896  12.195  -0.111
H  -5.182  33.964  10.402  0.074
H  -3.543  33.191  10.252  0.062
H  -3.907  34.867  9.697  0.054
H  -2.675  34.805  12.007  0.089
H  -3.982  33.964  12.695  0.078
H  -3.700  36.172  12.903  0.015
C  6.983  31.655  9.636  -0.061
C  7.545  33.070  9.467  -0.352
O  7.100  33.926  10.428  -0.080
H  5.894  31.677  9.592  0.044
H  7.212  31.282  10.635  0.077
H  7.445  30.992  8.904  0.084
H  7.398  33.481  8.468  0.094
H  8.632  33.116  9.525  0.116
H  7.338  33.553  11.280  0.097
C  2.423  28.368  8.049  -0.063
C  3.120  29.474  8.910  -0.268
O  4.542  29.236  8.886  -0.112
H  2.693  28.473  6.998  0.058
H  1.338  28.395  8.146  0.046
H  2.679  27.384  8.441  0.074
H  2.878  29.424  9.971  0.105
H  2.892  30.426  8.432  0.101
H  4.648  28.343  9.221  0.077
C  0.447  36.472  4.781  -0.079
C  0.237  37.717  3.981  -0.313
O  1.446  37.928  3.241  -0.102
H  1.364  36.518  5.369  0.069
H  0.317  35.598  4.143  0.073
H  -0.394  36.380  5.468  0.067
H  0.175  38.652  4.538  0.095
H  -0.616  37.632  3.306  0.119
H  1.163  38.631  2.652  0.079
C  5.782  29.474  5.507  -0.099
C  5.110  28.197  5.401  -0.388
O  5.932  27.298  4.727  -0.054
H  5.258  30.036  6.280  0.061
H  5.661  30.035  4.580  0.083
H  6.820  29.269  5.769  0.089
H  4.180  28.368  4.861  0.120
H  4.900  27.912  6.432  0.093
H  6.719  27.218  5.270  0.081

## Properties
orbital gap	8.9	eV
lowest unoccupied orbital energy	0.22	eV
relative energy (zero: lowest compared OMol25 entry of this formula, charge and spin)	25.25	kJ/mol
HOMO	-8.70	eV
net charge	0



Record 2
Below is a structure of composition C64H56CaNO3P2SSb, with properties calculated with the ωB97M-V functional and the def2-TZVPD basis.

Each line ends with the Löwdin charge.
Geometry (Å):
Ca  0.968  -3.195  1.893  1.428
O  1.667  -4.284  0.083  -0.210
C  2.843  -4.456  0.523  -0.704
O  3.099  -4.670  1.730  -0.054
C  3.954  -4.200  -0.449  -0.170
C  5.107  -4.973  -0.405  -0.019
C  6.146  -4.728  -1.287  -0.075
C  6.038  -3.680  -2.190  -0.077
C  4.901  -2.884  -2.209  -0.070
C  3.829  -3.135  -1.351  -0.286
P  2.370  -2.003  -1.220  1.125
C  1.136  -2.699  -2.369  -0.383
C  -0.098  -2.053  -2.409  -0.098
C  -1.102  -2.503  -3.253  -0.069
C  -0.883  -3.615  -4.056  -0.082
C  0.338  -4.273  -4.006  -0.078
C  1.344  -3.818  -3.165  -0.081
C  2.970  -0.579  -2.217  -0.397
C  3.564  0.483  -1.537  -0.109
C  4.027  1.596  -2.228  -0.080
C  3.880  1.668  -3.606  -0.079
C  3.282  0.620  -4.294  -0.085
C  2.834  -0.498  -3.604  -0.111
H  5.171  -5.764  0.331  0.121
H  7.036  -5.343  -1.265  0.103
H  6.846  -3.471  -2.879  0.103
H  4.857  -2.055  -2.901  0.095
H  -0.283  -1.200  -1.760  0.088
H  -2.061  -2.004  -3.260  0.087
H  -1.669  -3.978  -4.706  0.101
H  0.507  -5.151  -4.617  0.102
H  2.290  -4.344  -3.122  0.107
H  3.643  0.444  -0.455  0.081
H  4.492  2.413  -1.690  0.090
H  4.227  2.543  -4.142  0.103
H  3.163  0.674  -5.369  0.106
H  2.365  -1.312  -4.143  0.109
C  -2.046  1.016  3.846  -0.073
C  -3.443  1.131  3.304  -0.296
C  -4.293  2.113  3.805  -0.072
C  -5.586  2.262  3.327  -0.097
C  -6.047  1.416  2.332  -0.080
C  -5.215  0.424  1.832  -0.071
C  -3.910  0.266  2.300  -0.320
P  -2.782  -1.033  1.630  1.130
C  -3.703  -1.524  0.117  -0.336
C  -4.466  -2.688  0.085  -0.075
C  -5.163  -3.053  -1.057  -0.077
C  -5.108  -2.246  -2.182  -0.087
C  -4.346  -1.087  -2.159  -0.073
C  -3.628  -0.716  -1.027  -0.286
C  -2.810  0.545  -1.046  -0.064
C  -3.010  -2.411  2.793  -0.352
C  -3.798  -2.280  3.938  -0.109
C  -3.871  -3.277  4.893  -0.119
C  -3.145  -4.450  4.683  -0.111
C  -2.375  -4.608  3.554  -0.078
C  -2.256  -3.601  2.563  -0.381
C  -1.401  -3.799  1.422  -0.243
H  -1.890  1.719  4.664  0.085
H  -1.319  1.244  3.058  0.022
H  -1.844  0.008  4.217  0.074
H  -3.929  2.769  4.588  0.111
H  -6.230  3.032  3.735  0.102
H  -7.055  1.514  1.951  0.102
H  -5.590  -0.242  1.068  0.105
H  -4.510  -3.313  0.968  0.108
H  -5.748  -3.964  -1.064  0.102
H  -5.652  -2.518  -3.079  0.100
H  -4.298  -0.454  -3.040  0.109
H  -2.771  0.966  -2.051  0.068
H  -1.789  0.359  -0.699  0.024
H  -3.236  1.303  -0.380  0.075
H  -4.375  -1.373  4.084  0.096
H  -4.490  -3.152  5.772  0.088
H  -3.195  -5.255  5.408  0.095
H  -1.835  -5.538  3.401  0.102
H  -1.648  -3.240  0.522  0.008
H  -1.234  -4.849  1.174  0.039
O  0.221  -1.279  3.158  -0.233
C  1.133  -0.432  3.840  -0.216
C  2.493  -0.411  3.191  -0.313
C  3.327  0.691  3.330  -0.040
C  4.588  0.647  2.766  -0.059
C  4.979  -0.498  2.086  -0.051
C  4.085  -1.549  1.998  -0.116
N  2.860  -1.508  2.532  0.058
H  -0.397  -0.776  2.587  -0.021
H  1.242  -0.836  4.852  0.139
H  0.741  0.581  3.925  0.100
H  2.971  1.570  3.851  0.119
H  5.257  1.494  2.850  0.109
H  5.956  -0.584  1.631  0.110
H  4.355  -2.467  1.494  0.098
S  0.656  1.099  0.925  0.127
Sb  0.411  2.966  -0.290  1.243
C  -0.305  2.648  -2.239  -0.354
C  0.188  1.562  -2.954  -0.123
C  -0.343  1.260  -4.199  -0.067
C  -1.358  2.048  -4.728  -0.075
C  -1.842  3.139  -4.018  -0.083
C  -1.320  3.439  -2.766  -0.121
C  2.225  4.009  -0.529  -0.361
C  3.208  3.880  0.445  -0.132
C  4.430  4.515  0.279  -0.085
C  4.671  5.271  -0.861  -0.083
C  3.690  5.396  -1.836  -0.082
C  2.466  4.763  -1.672  -0.124
C  -0.960  4.338  0.522  -0.354
C  -0.781  5.709  0.365  -0.121
C  -1.731  6.588  0.865  -0.082
C  -2.856  6.096  1.514  -0.074
C  -3.031  4.729  1.674  -0.061
C  -2.082  3.845  1.181  -0.110
H  0.965  0.936  -2.534  0.070
H  0.028  0.401  -4.744  0.107
H  -1.778  1.806  -5.696  0.105
H  -2.636  3.747  -4.431  0.105
H  -1.720  4.274  -2.201  0.098
H  3.023  3.260  1.317  0.080
H  5.201  4.414  1.034  0.104
H  5.627  5.760  -0.992  0.105
H  3.883  5.979  -2.728  0.106
H  1.711  4.839  -2.448  0.103
H  0.100  6.096  -0.136  0.096
H  -1.593  7.656  0.748  0.104
H  -3.597  6.784  1.902  0.105
H  -3.905  4.340  2.182  0.092
H  -2.216  2.776  1.317  0.078

## Properties
orbital gap	6.3	eV
lowest unoccupied orbital energy	0.33	eV
relative energy (zero: lowest compared OMol25 entry of this formula, charge and spin)	0.00	kJ/mol
HOMO	-5.95	eV
net charge	0